(1)
Below is the molecule C4H5O2P at a distorted geometry, with properties calculated with wB97M-V/def2-TZVPD.

Structure (ORCA input):
```
! RIJCOSX wB97M-V def2-TZVPD def2/J DEFGRID3
* xyz 0 1
O -3.22 -0.39 0.23
C -2.05 -0.16 -0.04
C -1.26 1.04 -0.02
C -0.02 0.28 -0.09
O 1.22 0.72 -0.21
P 2.51 -0.27 0.17
C -0.77 -1.06 -0.14
H -1.43 2.03 0.26
H 2.93 0.70 1.20
H 3.45 0.46 -0.87
H -0.74 -1.60 -1.17
H -0.62 -1.75 0.69
*
```

Its relative energy (zero: lowest compared OMol25 entry of this formula, charge and spin) is 195.22 kJ/mol. The calculation puts the gap between HOMO and LUMO at 9.32 eV. The calculation puts the maximum force at 5.2 eV Å⁻¹. The highest occupied orbital energy is -9.2 eV. The SMILES is O=C1C=C(OP)C1. The value obtained for the total energy is -17609.9663 eV.

For reference, the Löwdin charges in units of e are:
1 O 0.060
2 C -0.430
3 C 0.077
4 C -0.322
5 O -0.407
6 P 0.852
7 C -0.055
8 H 0.087
9 H -0.072
10 H -0.039
11 H 0.141
12 H 0.108

=====

(2)
Below is the molecule C15H18I2O3 at a distorted geometry, with properties calculated with wB97M-V/def2-TZVPD.

Structure (ORCA input):
```
! RIJCOSX wB97M-V def2-TZVPD def2/J DEFGRID3
* xyz 0 1
O 2.81 -0.72 0.33
C 1.87 0.06 0.45
O 2.10 1.41 0.78
C 0.43 -0.22 0.15
C 0.22 -0.35 -1.40
C 0.62 1.05 -2.04
C 2.00 1.46 -2.34
C 2.26 2.83 -2.73
I 4.30 3.43 -3.16
C 1.22 3.68 -2.90
O 1.50 4.99 -3.10
C -0.16 3.24 -2.68
I -1.97 4.46 -3.31
C -0.41 1.90 -2.26
C -0.12 -1.48 0.95
C -0.03 -1.31 2.44
C -0.82 -2.36 3.22
C -2.32 -2.35 2.88
C -2.32 -2.74 1.43
C -1.56 -1.75 0.53
H 3.04 1.51 1.00
H -0.22 0.66 0.43
H -0.87 -0.49 -1.79
H 0.80 -1.20 -1.75
H 2.81 0.82 -2.21
H 0.67 5.49 -3.01
H -1.43 1.54 -2.11
H 0.51 -2.40 0.86
H 1.00 -1.42 2.67
H -0.30 -0.26 2.70
H -0.36 -3.32 2.97
H -0.74 -2.07 4.24
H -2.70 -1.37 3.09
H -2.92 -3.08 3.36
H -1.78 -3.77 1.38
H -3.39 -2.81 1.01
H -1.53 -2.13 -0.48
H -2.23 -0.90 0.39
*
```

The calculation puts the gap between HOMO and LUMO at 8.27 eV. The calculation puts the maximum force at 4.2 eV Å⁻¹. The highest occupied orbital energy is -8.8 eV. The SMILES is O=C(O)[C@@H](Cc1cc(I)c(O)c(I)c1)C1CCCCC1. The value obtained for the total energy is -38189.9279 eV.

For reference, the Löwdin charges in units of e are:
1 O 0.100
2 C -0.445
3 O 0.075
4 C -0.182
5 C -0.070
6 C -0.202
7 C -0.039
8 C -0.574
9 I 0.841
10 C -0.439
11 O -0.032
12 C -0.440
13 I 0.731
14 C -0.144
15 C -0.285
16 C -0.190
17 C -0.181
18 C -0.206
19 C -0.220
20 C -0.186
21 H 0.123
22 H 0.163
23 H 0.133
24 H 0.119
25 H 0.072
26 H 0.052
27 H 0.102
28 H 0.168
29 H 0.105
30 H 0.140
31 H 0.116
32 H 0.098
33 H 0.110
34 H 0.096
35 H 0.141
36 H 0.133
37 H 0.097
38 H 0.121

=====

(3)
Below is a 3-piece molecular cluster, H9N3 overall, with properties calculated with wB97M-V/def2-TZVPD.

Structure (ORCA input):
```
! RIJCOSX wB97M-V def2-TZVPD def2/J DEFGRID3
* xyz 0 1
N 1.25 1.07 0.97
H 2.04 0.74 1.52
H 1.66 1.38 0.09
H 0.75 0.23 0.70
N -1.33 -0.78 3.04
H -2.23 -0.41 2.77
H -0.96 -0.29 3.84
H -0.67 -0.72 2.28
N -0.26 -0.48 -3.96
H 0.19 -1.00 -3.22
H -0.90 0.19 -3.57
H 0.45 0.05 -4.46
*
```

Its relative energy (zero: lowest compared OMol25 entry of this formula, charge and spin) is 6.49 kJ/mol. The calculation puts the gap between HOMO and LUMO at 10.51 eV. The calculation puts the maximum force at 0.5 eV Å⁻¹. The highest occupied orbital energy is -9.9 eV. The SMILES is N.N.N. The value obtained for the total energy is -4616.4007 eV.

For reference, the Löwdin charges in units of e are:
1 N 0.002
2 H 0.008
3 H 0.005
4 H -0.012
5 N 0.011
6 H 0.005
7 H 0.004
8 H -0.024
9 N 0.005
10 H -0.004
11 H -0.001
12 H 0.000

=====

(4)
Below is the molecule C5H3N3O2S at a distorted geometry, with properties calculated with wB97M-V/def2-TZVPD.

Structure (ORCA input):
```
! RIJCOSX wB97M-V def2-TZVPD def2/J DEFGRID3
* xyz 0 1
C -2.84 2.17 -0.15
C -0.50 1.14 -0.20
C -0.92 -1.28 0.01
C -1.74 1.44 -0.20
C -3.25 -0.58 0.07
N -3.97 2.42 -0.20
N -0.13 -0.23 -0.11
N -2.27 -1.51 -0.02
O -2.64 -2.74 0.06
O 1.21 -0.55 0.03
S -4.77 -0.13 0.15
H 0.49 1.73 -0.08
H -0.34 -2.10 0.19
H 1.90 0.07 -0.27
*
```

Its relative energy (zero: lowest compared OMol25 entry of this formula, charge and spin) is 548.94 kJ/mol. The calculation puts the gap between HOMO and LUMO at 6.88 eV. The calculation puts the maximum force at 4.1 eV Å⁻¹. The highest occupied orbital energy is -8.2 eV. The value obtained for the total energy is -24624.2590 eV.

For reference, the Löwdin charges in units of e are:
1 C -0.353
2 C -0.083
3 C 0.063
4 C -0.047
5 C -0.510
6 N 0.080
7 N -0.097
8 N -0.292
9 O -0.123
10 O 0.035
11 S 0.906
12 H 0.150
13 H 0.133
14 H 0.137

=====

(5)
Below is a 2-piece molecular cluster, CH9N3 overall at a distorted geometry, with properties calculated with wB97M-V/def2-TZVPD.

Structure (ORCA input):
```
! RIJCOSX wB97M-V def2-TZVPD def2/J DEFGRID3
* xyz 0 1
N -1.34 -0.39 0.90
C -0.97 -0.60 -0.48
N -0.18 -1.77 -0.78
H -1.38 -1.16 1.54
H -1.28 0.55 1.26
H -0.49 0.35 -0.73
H -1.84 -0.58 -1.14
H -0.80 -2.51 -1.09
H 0.24 -2.12 0.08
N 2.03 2.18 0.46
H 1.17 1.73 0.13
H 2.19 2.88 -0.26
H 2.64 1.43 0.11
*
```

Its relative energy (zero: lowest compared OMol25 entry of this formula, charge and spin) is 51.17 kJ/mol. The calculation puts the gap between HOMO and LUMO at 9.67 eV. The calculation puts the maximum force at 1.8 eV Å⁻¹. The highest occupied orbital energy is -8.7 eV. The SMILES is NCN.N. The value obtained for the total energy is -5652.7205 eV.

For reference, the Löwdin charges in units of e are:
1 N -0.005
2 C -0.404
3 N 0.005
4 H 0.055
5 H 0.053
6 H 0.083
7 H 0.097
8 H 0.060
9 H 0.060
10 N 0.000
11 H -0.021
12 H 0.005
13 H 0.012

=====

(6)
Below is C4H5ClN2 as an isolated structure at a distorted geometry, with properties calculated with wB97M-V/def2-TZVPD.

Structure (ORCA input):
```
! RIJCOSX wB97M-V def2-TZVPD def2/J DEFGRID3
* xyz 0 1
C -0.68 -0.25 -0.97
C 0.41 -1.09 -1.27
C -0.67 0.58 0.14
C -0.04 0.33 1.47
N 1.43 -0.60 -0.70
N 1.86 0.14 0.10
Cl -1.92 1.85 0.07
H -1.46 0.12 -1.76
H 0.39 -1.97 -2.00
H 1.01 0.50 1.03
H -0.06 -0.73 1.72
H -0.27 1.12 2.15
*
```

Its relative energy (zero: lowest compared OMol25 entry of this formula, charge and spin) is 467.39 kJ/mol. The calculation puts the gap between HOMO and LUMO at 8.20 eV. The calculation puts the maximum force at 4.3 eV Å⁻¹. The highest occupied orbital energy is -8.3 eV. The value obtained for the total energy is -19727.1007 eV.

For reference, the Löwdin charges in units of e are:
1 C -0.180
2 C -0.166
3 C -0.674
4 C -0.078
5 N -0.065
6 N 0.154
7 Cl 0.585
8 H 0.121
9 H 0.141
10 H -0.011
11 H 0.102
12 H 0.070

=====

(7)
Below is a 2-piece molecular cluster, C32H56N3O4S overall at a distorted geometry, with properties calculated with wB97M-V/def2-TZVPD.

Structure (ORCA input):
```
! RIJCOSX wB97M-V def2-TZVPD def2/J DEFGRID3
* xyz 1 1
C -6.26 -0.38 -0.49
C -6.68 -0.96 -2.00
C -6.05 -2.45 -2.31
C -4.49 -2.40 -2.91
C -3.45 -3.02 -1.79
C -2.12 -3.76 -2.48
C -0.80 -3.17 -1.70
C 0.55 -4.14 -1.85
C 1.37 -4.31 -0.45
C 2.46 -3.13 -0.12
C 2.02 -1.63 -0.59
C 3.12 -0.44 -0.32
C 3.56 -0.46 1.30
C 2.33 -0.09 2.32
C 1.88 -1.33 3.32
N 0.37 -1.27 3.41
C -0.32 -2.35 2.61
C -1.62 -1.77 1.81
C -0.13 -1.21 4.83
C -1.59 -0.42 5.06
O 0.44 -1.75 5.91
N 4.78 0.46 1.50
C 4.33 1.85 1.12
C 3.80 1.96 -0.46
S 5.34 1.79 -1.52
N 2.70 0.94 -0.77
C 2.24 1.03 -2.21
C 1.71 2.53 -2.67
C 2.53 3.50 -3.74
C 1.86 4.96 -4.16
C 0.40 5.46 -3.51
C -0.40 4.51 -2.44
C 0.27 3.05 -2.03
C -0.63 2.13 -0.97
H -7.01 0.49 -0.21
H -5.18 0.10 -0.49
H -6.33 -1.22 0.34
H -7.86 -1.09 -1.96
H -6.42 -0.15 -2.81
H -6.10 -3.06 -1.28
H -6.70 -3.05 -3.08
H -4.28 -1.23 -3.07
H -4.42 -2.92 -3.96
H -3.10 -2.10 -1.12
H -4.03 -3.75 -1.06
H -2.26 -4.91 -2.24
H -2.09 -3.62 -3.64
H -0.62 -2.07 -2.13
H -1.05 -3.14 -0.55
H 0.18 -5.13 -2.34
H 1.23 -3.58 -2.66
H 2.01 -5.32 -0.55
H 0.57 -4.42 0.42
H 2.74 -3.23 1.02
H 3.46 -3.39 -0.72
H 1.01 -1.30 -0.07
H 1.88 -1.69 -1.78
H 4.11 -0.76 -0.90
H 3.96 -1.54 1.63
H 2.61 0.81 3.05
H 1.36 0.26 1.75
H 2.26 -2.38 2.97
H 2.43 -1.12 4.35
H 0.45 -2.74 1.81
H -0.62 -3.25 3.30
H -2.37 -1.15 2.46
H -2.19 -2.71 1.36
H -1.26 -1.14 0.87
H -1.84 -0.24 6.19
H -1.63 0.57 4.40
H -2.47 -1.11 4.64
H 5.12 0.40 2.49
H 3.59 2.36 1.88
H 5.32 2.53 1.14
H 3.44 3.08 -0.56
H 5.37 0.52 -2.15
H 1.88 1.22 -0.15
H 1.34 0.30 -2.48
H 3.09 0.74 -3.01
H 3.54 3.09 -4.21
H 2.45 5.60 -4.95
H -0.02 6.51 -3.89
H -1.43 4.90 -2.03
H -0.57 0.98 -1.29
H -1.76 2.44 -0.98
H -0.20 2.18 0.14
C 0.52 4.88 1.52
C 0.93 5.31 2.89
O 0.21 4.44 3.73
C -0.07 3.32 3.00
O -0.54 2.29 3.46
O 0.23 3.50 1.68
H 1.32 5.02 0.78
H -0.38 5.39 1.17
H 2.00 5.18 3.07
H 0.67 6.35 3.09
*
```

Its relative energy (zero: lowest compared OMol25 entry of this formula, charge and spin) is 1906.99 kJ/mol. The calculation puts the gap between HOMO and LUMO at 8.49 eV. The calculation puts the maximum force at 7.9 eV Å⁻¹. The highest occupied orbital energy is -11.3 eV. The value obtained for the total energy is -57562.9292 eV.

For reference, the Löwdin charges in units of e are:
1 C -0.154
2 C -0.264
3 C -0.222
4 C -0.205
5 C -0.215
6 C -0.203
7 C -0.225
8 C -0.201
9 C -0.198
10 C -0.192
11 C -0.141
12 C -0.197
13 C -0.227
14 C -0.111
15 C -0.161
16 N -0.133
17 C -0.202
18 C -0.099
19 C -0.276
20 C -0.027
21 O -0.035
22 N -0.055
23 C -0.228
24 C -0.500
25 S 0.751
26 N -0.102
27 C -0.145
28 C -0.109
29 C -0.012
30 C -0.045
31 C -0.043
32 C -0.027
33 C -0.118
34 C -0.094
35 H 0.076
36 H 0.065
37 H 0.077
38 H 0.110
39 H 0.105
40 H 0.105
41 H 0.105
42 H 0.110
43 H 0.109
44 H 0.097
45 H 0.113
46 H 0.120
47 H 0.116
48 H 0.112
49 H 0.074
50 H 0.113
51 H 0.110
52 H 0.129
53 H 0.110
54 H 0.091
55 H 0.137
56 H 0.114
57 H 0.113
58 H 0.159
59 H 0.158
60 H 0.126
61 H 0.108
62 H 0.114
63 H 0.147
64 H 0.086
65 H 0.144
66 H 0.071
67 H 0.086
68 H 0.064
69 H 0.096
70 H 0.066
71 H 0.085
72 H 0.128
73 H 0.114
74 H 0.134
75 H 0.144
76 H -0.088
77 H 0.166
78 H 0.143
79 H 0.142
80 H 0.099
81 H 0.089
82 H 0.100
83 H 0.096
84 H 0.074
85 H 0.098
86 H 0.066
87 C -0.138
88 C -0.129
89 O 0.081
90 C -0.499
91 O 0.125
92 O -0.006
93 H 0.135
94 H 0.141
95 H 0.137
96 H 0.145

=====

(8)
Below is an isolated ion of composition C8H16NS2 and charge +1 at a distorted geometry, with properties calculated with wB97M-V/def2-TZVPD.

Structure (ORCA input):
```
! RIJCOSX wB97M-V def2-TZVPD def2/J DEFGRID3
* xyz 1 1
C 2.23 1.04 -0.95
C 2.56 0.38 -2.07
C 1.78 0.50 0.24
C 2.25 -0.72 0.83
C -2.69 -0.05 2.33
C -0.96 0.44 -1.73
C -1.60 0.28 1.28
C -1.40 -0.82 0.22
N -0.44 -0.58 -0.81
S 2.04 -1.16 -2.56
S 0.35 -1.84 -1.60
H 2.24 2.11 -1.05
H 3.05 1.00 -2.79
H 1.44 1.31 0.95
H 2.81 -1.29 0.09
H 1.30 -1.24 1.21
H 2.74 -0.35 1.77
H -3.67 0.02 1.82
H -2.32 -0.90 2.88
H -2.65 0.82 2.91
H -1.22 1.43 -1.25
H -0.26 0.61 -2.46
H -1.80 0.04 -2.27
H -0.61 0.45 1.71
H -1.80 1.35 0.85
H -1.09 -1.76 0.73
H -2.28 -1.08 -0.29
*
```

Its relative energy (zero: lowest compared OMol25 entry of this formula, charge and spin) is 94.07 kJ/mol. The calculation puts the gap between HOMO and LUMO (alpha / beta) at 7.37 / 7.36 eV. The calculation puts the maximum force at 3.1 eV Å⁻¹. The highest occupied orbital energy (alpha / beta) is -12.8 / -12.8 eV. The value obtained for the total energy is -31706.1399 eV.

For reference, the Löwdin charges in units of e are:
1 C -0.185
2 C -0.431
3 C -0.123
4 C -0.078
5 C -0.071
6 C -0.112
7 C -0.239
8 C -0.275
9 N -0.570
10 S 0.733
11 S 0.727
12 H 0.126
13 H 0.088
14 H 0.145
15 H 0.074
16 H 0.114
17 H 0.135
18 H 0.100
19 H 0.083
20 H 0.050
21 H 0.122
22 H 0.028
23 H 0.097
24 H 0.084
25 H 0.140
26 H 0.130
27 H 0.108

=====

- The lowest maximum force belongs to which entry?
  H9N3

=====

- Among the records above, which one has the highest maximum force?
  C32H56N3O4S

=====

- Which of these has the lowest maximum force?
  H9N3